ORCA calculation (ωB97M-V/def2-TZVPD) on C4H8N2O in the gas phase.

```
15
Properties=species:S:1:pos:R:3
N -0.40974 0.62386 0.11060
H 2.57897 -0.14252 -1.87439
H 0.97951 0.28287 1.62144
C -1.56648 -0.01399 -0.49456
C -1.70370 0.79065 0.74273
C 1.67269 -0.69960 -0.12765
H -1.89237 0.24947 1.67003
H -1.88372 0.39290 -1.45121
H 1.19745 0.83387 -1.39704
C 0.52917 -0.25830 0.78147
O 2.39750 -1.63096 0.17454
H -2.12149 1.79306 0.70375
N 1.80989 0.04605 -1.25048
H 0.06834 -1.17098 1.19112
H -1.65604 -1.09639 -0.40034
```

Molar mass: 100.12 g mol⁻¹
Structure (SMILES): NC(=O)CN1CC1
Lowest unoccupied orbital energy: 1.0183 eV
Orbital gap: 10.6 eV
Energy relative to the best compared isomer or geometry (same formula, charge and spin): 36.8 kcal/mol
E_tot: -341.94505 Eh
Highest occupied orbital energy: -9.60 eV